No. 1
This record from OMol25 describes a structure of composition C39H20IrN9O4. The level of theory is ωB97M-V/def2-TZVPD.

## Properties
- E_HOMO (alpha / beta): -9.8 / -11.7 eV
- LUMO level (alpha / beta): -4.63 / -5.62 eV
- Net charge: +1
- Spin multiplicity: 2
- Expectation value of S²: 0.8284

Each line ends with the Löwdin charge.
Positions of all 73 atoms, in Å:
1 Ir -0.433 -1.047 -0.054  1.5272
2 C -5.866 1.400 2.640  -0.0443
3 C -5.226 1.108 3.838  -0.0433
4 C -4.002 0.434 3.863  0.0160
5 C -3.454 0.090 2.649  -0.0958
6 C -2.202 -0.597 2.301  -0.2213
7 N -1.346 -1.096 3.167  0.2378
8 C -0.175 -1.605 2.843  -0.2198
9 C 0.724 -2.294 3.787  -0.0966
10 C 0.562 -2.642 5.108  0.0163
11 C 1.633 -3.302 5.722  -0.0436
12 C 2.803 -3.581 5.029  -0.0437
13 C 2.960 -3.216 3.688  0.0163
14 C 1.900 -2.576 3.090  -0.0965
15 C 1.716 -2.059 1.722  -0.2171
16 N 2.644 -2.056 0.795  0.2387
17 C 2.439 -1.702 -0.463  -0.2208
18 N 1.244 -1.477 -1.055  -0.0228
19 C 1.403 -1.219 -2.389  -0.2210
20 N 0.445 -1.067 -3.279  0.2354
21 C -0.841 -0.966 -2.998  -0.2205
22 N -1.395 -0.730 -1.781  -0.0337
23 C -2.734 -0.544 -1.875  -0.2190
24 N -3.552 -0.164 -0.910  0.2333
25 C -3.244 -0.143 0.369  -0.2195
26 N -2.132 -0.686 0.947  -0.0191
27 C -4.102 0.380 1.441  -0.0978
28 C -5.316 1.029 1.411  0.0140
29 C -3.114 -0.718 -3.289  -0.0998
30 C -4.338 -0.703 -3.915  0.0121
31 C -4.349 -0.960 -5.290  -0.0465
32 C -3.176 -1.217 -5.987  -0.0467
33 C -1.934 -1.231 -5.344  0.0118
34 C -1.930 -0.978 -3.992  -0.0995
35 C 2.841 -1.242 -2.682  -0.0976
36 C 3.545 -1.046 -3.849  0.0129
37 C 4.936 -1.155 -3.778  -0.0454
38 C 5.576 -1.470 -2.586  -0.0444
39 C 4.857 -1.685 -1.408  0.0151
40 C 3.489 -1.553 -1.479  -0.0962
41 N 0.459 -1.528 1.645  -0.0447
42 H -6.812 1.925 2.661  0.1135
43 H -5.685 1.408 4.769  0.1137
44 H -3.500 0.204 4.793  0.1233
45 H -0.346 -2.412 5.646  0.1223
46 H 1.548 -3.595 6.759  0.1132
47 H 3.611 -4.087 5.539  0.1132
48 H 3.873 -3.421 3.147  0.1224
49 H -5.814 1.252 0.478  0.1226
50 H -5.249 -0.495 -3.371  0.1219
51 H -5.292 -0.959 -5.821  0.1127
52 H -3.224 -1.412 -7.050  0.1127
53 H -1.019 -1.424 -5.885  0.1218
54 H 3.044 -0.805 -4.777  0.1221
55 H 5.527 -0.994 -4.670  0.1132
56 H 6.655 -1.551 -2.572  0.1135
57 H 5.352 -1.931 -0.479  0.1231
58 O 1.081 1.050 1.626  0.0831
59 C 0.759 1.511 0.548  -0.5235
60 O 0.029 0.872 -0.353  -0.1458
61 C 1.143 2.889 0.131  -0.1146
62 C 0.852 3.402 -1.130  -0.0030
63 C 1.240 4.687 -1.477  -0.0403
64 C 1.923 5.478 -0.565  0.0181
65 C 2.198 4.947 0.683  -0.1200
66 C 1.825 3.673 1.054  0.0739
67 N 2.928 5.782 1.663  -0.3503
68 O 3.126 5.309 2.762  0.0897
69 O 3.283 6.884 1.303  0.0889
70 H 0.317 2.783 -1.837  0.1163
71 H 1.013 5.079 -2.459  0.1134
72 H 2.240 6.482 -0.802  0.1247
73 H 2.059 3.286 2.034  0.1337

No. 2
This record from OMol25 describes the molecule C10H18FO3P. The level of theory is ωB97M-V/def2-TZVPD.

## Properties
- E_HOMO: -10.0 eV
- Structure (SMILES): CC#C[C@](F)(CC)P(=O)(OCC)OCC
- LUMO level: 0.83 eV

Each line ends with the natural charge from an NBO analysis.
Positions of all 33 atoms, in Å:
1 C -3.036 -0.983 -0.599  0.0669
2 C -1.942 -1.202 -0.253  -0.0873
3 C -4.388 -0.882 -1.017  -0.7209
4 C -0.379 -0.425 2.579  -0.6334
5 C -1.086 2.558 -0.961  -0.6354
6 C 4.064 0.401 0.051  -0.6346
7 C -0.451 -1.731 1.766  -0.4398
8 C 0.346 2.173 -0.604  -0.0694
9 C 3.193 -0.556 -0.784  -0.0539
10 C -0.589 -1.576 0.284  0.0077
11 O 0.528 -0.253 -2.042  -1.0868
12 O 0.413 0.988 0.185  -0.8317
13 O 2.051 -0.909 -0.057  -0.8096
14 F -0.292 -2.846 -0.242  -0.3521
15 P 0.602 -0.407 -0.562  2.3463
16 H -4.315 -0.275 -1.951  0.2532
17 H -5.068 -0.694 -0.162  0.2510
18 H -4.933 -1.794 -1.308  0.2492
19 H -1.250 0.293 2.346  0.2187
20 H -0.474 -0.552 3.745  0.2208
21 H 0.562 0.194 2.467  0.2324
22 H -1.551 1.896 -1.713  0.2193
23 H -1.678 2.450 -0.163  0.2100
24 H -1.070 3.519 -1.618  0.2179
25 H 3.508 1.246 0.495  0.2144
26 H 4.593 -0.056 0.957  0.2120
27 H 4.938 0.651 -0.648  0.2125
28 H 0.463 -2.337 1.818  0.2370
29 H -1.245 -2.375 2.090  0.2271
30 H 0.779 3.106 -0.112  0.1860
31 H 0.954 1.990 -1.495  0.2012
32 H 3.850 -1.432 -0.854  0.1818
33 H 2.903 -0.179 -1.641  0.1895

No. 3
This record from OMol25 describes the molecule C4H4S. The level of theory is ωB97M-V/def2-TZVPD.

## Properties
- E_HOMO: -8.1 eV
- Structure (SMILES): C=CC=C=S
- LUMO level: -0.25 eV

Each line ends with the natural charge from an NBO analysis.
Positions of all 9 atoms, in Å:
1 C -1.863 0.248 0.274  -0.4243
2 C -0.535 -0.286 -0.261  -0.1774
3 C -3.197 0.052 0.197  -0.0641
4 C 0.808 -0.100 -0.011  -0.3980
5 S -4.692 -0.112 -0.091  0.2012
6 H -1.754 1.112 1.103  0.2519
7 H -0.844 -1.014 -1.017  0.1958
8 H 1.125 0.453 0.802  0.1961
9 H 1.527 -0.638 -0.704  0.2186

No. 4
This record from OMol25 describes a structure of composition C20H24F4N4O7P2PbSi2Te. The level of theory is ωB97M-V/def2-TZVPD.

## Properties
- E_HOMO (alpha / beta): -14.0 / -14.0 eV
- LUMO level (alpha / beta): -7.75 / -7.75 eV
- Net charge: +2

Each line ends with the natural charge from an NBO analysis.
Positions of all 65 atoms, in Å:
1 Pb -0.946 -3.515 3.118  1.6368
2 O -2.377 -0.334 1.059  -0.9737
3 P -1.913 -1.660 0.383  2.6178
4 O -1.554 -1.279 -1.097  -1.0716
5 O -0.719 -2.291 1.064  -1.1997
6 O -3.138 -2.644 0.289  -1.0544
7 P -3.473 -3.539 1.651  2.5452
8 O -5.009 -3.739 1.542  -0.9601
9 O -3.075 -2.576 2.770  -1.2051
10 O -2.613 -4.751 1.634  -1.1331
11 H -2.832 -0.483 1.904  0.5514
12 H -5.309 -4.647 1.412  0.5490
13 F -0.567 1.407 3.419  -0.2996
14 C 0.189 2.277 4.098  0.3473
15 C 0.128 3.574 3.775  0.3816
16 F -0.681 3.946 2.800  -0.2601
17 C 0.944 4.576 4.446  -0.1099
18 C 1.785 4.060 5.516  0.4451
19 C 1.835 2.757 5.833  0.3032
20 F 2.629 2.360 6.813  -0.2566
21 C 1.048 1.764 5.139  -0.0047
22 C 1.117 0.433 5.448  -0.2834
23 C 0.355 -0.579 4.786  0.4936
24 N -0.168 -1.463 4.271  -0.5101
25 C 1.964 -0.123 6.467  0.2242
26 N 2.631 -0.664 7.230  -0.1803
27 F 2.530 4.905 6.195  -0.2531
28 C 0.945 5.881 4.077  -0.0904
29 C 0.123 6.399 3.017  0.2214
30 N -0.521 6.864 2.188  -0.1605
31 C 1.785 6.877 4.679  0.2087
32 N 2.468 7.705 5.088  -0.1326
33 C -1.834 0.600 -4.006  -1.1404
34 Si -0.712 1.516 -2.846  1.6556
35 C 0.278 2.799 -3.746  -1.1242
36 C -1.644 2.229 -1.411  -1.1318
37 C 0.684 0.399 -2.090  -1.1769
38 Te 0.348 -1.623 -1.662  1.7512
39 C -0.098 -2.353 -3.568  -1.1545
40 Si 1.408 -3.506 -3.951  1.6141
41 C 1.248 -4.906 -2.726  -1.1265
42 C 2.896 -2.416 -3.579  -1.1248
43 C 1.400 -4.050 -5.711  -1.1234
44 H -2.660 1.272 -4.257  0.2744
45 H -2.275 -0.296 -3.565  0.2414
46 H -1.343 0.337 -4.945  0.2462
47 H -0.387 3.571 -4.143  0.2677
48 H 0.820 2.367 -4.591  0.2490
49 H 1.000 3.294 -3.093  0.2515
50 H -2.377 2.950 -1.780  0.2675
51 H -0.983 2.759 -0.721  0.2454
52 H -2.185 1.465 -0.851  0.2461
53 H 0.980 0.835 -1.133  0.2677
54 H 1.567 0.400 -2.738  0.2795
55 H -0.232 -1.515 -4.249  0.2773
56 H -1.025 -2.923 -3.472  0.2856
57 H 0.874 -4.592 -1.748  0.2223
58 H 2.206 -5.403 -2.560  0.2689
59 H 0.554 -5.657 -3.111  0.2659
60 H 2.901 -1.966 -2.573  0.2057
61 H 2.959 -1.597 -4.301  0.2564
62 H 3.827 -2.982 -3.639  0.2812
63 H 0.528 -4.666 -5.940  0.2641
64 H 2.293 -4.646 -5.917  0.2715
65 H 1.405 -3.195 -6.391  0.2600

Record order is preserved below.
M: 870.86; 236.22; 84.14; 961.34 g/mol
Record order is preserved below.
Energy relative to the best compared isomer or geometry (same formula, charge and spin): 0.0; 85.6; 255.5; 29.4 kJ/mol